Entry from the Open Molecules 2025 dataset: a molecular structure, C22H32O21 (wB97M-V/def2-TZVPD).

Last column: Löwdin charge in e.
Geometry (Å):
C1 0.100 -0.241 -1.521  -0.10
C2 -0.754 -1.306 -0.940  -0.07
O1 -0.372 -1.345 0.420  0.04
C3 0.212 -0.228 0.742  -0.51
O2 0.686 0.040 1.821  0.05
O3 0.483 0.481 -0.351  0.06
H1 -0.547 0.282 -2.225  0.17
H2 0.997 -0.642 -1.994  0.09
H3 -0.736 -2.210 -1.549  0.16
H4 -1.822 -1.089 -0.984  0.12
C4 -1.283 3.509 0.677  -0.05
C5 -2.097 2.946 1.878  -0.05
O4 -2.400 1.618 1.563  -0.08
C6 -2.159 1.411 0.222  -0.37
O5 -2.402 0.364 -0.460  0.08
O6 -1.610 2.520 -0.291  0.10
H5 -0.209 3.610 0.827  0.09
H6 -1.697 4.465 0.357  0.14
H7 -3.020 3.521 1.941  0.15
H8 -1.553 2.924 2.822  0.13
C7 1.643 1.240 2.993  -0.09
C8 0.176 1.648 2.918  -0.15
O7 0.241 2.850 2.289  -0.06
C9 1.479 3.211 1.878  -0.55
O8 1.649 4.257 1.253  0.11
O9 2.274 2.276 2.335  0.10
H9 1.755 0.408 2.297  0.05
H10 1.974 1.045 4.013  0.15
H11 -0.236 1.841 3.909  0.17
H12 -0.390 0.992 2.257  0.04
C10 0.597 -3.957 0.126  -0.12
C11 1.568 -2.813 -0.023  -0.16
O10 1.957 -2.946 -1.431  0.10
C12 1.198 -3.783 -2.089  -0.58
O11 1.286 -4.041 -3.270  0.13
O12 0.429 -4.446 -1.172  0.05
H13 -0.415 -3.675 0.420  0.08
H14 1.010 -4.729 0.775  0.13
H15 2.401 -2.942 0.667  0.15
H16 1.156 -1.813 0.117  0.08
C13 2.355 2.031 -0.164  -0.12
C14 2.703 1.724 -1.611  -0.14
O13 2.506 0.369 -1.633  0.05
C15 2.573 -0.103 -0.331  -0.43
O14 2.668 -1.280 -0.020  0.12
O15 2.644 0.910 0.485  0.10
H17 1.276 2.170 -0.096  0.14
H18 2.877 2.840 0.348  0.15
H19 3.678 2.072 -1.951  0.15
H20 1.924 2.147 -2.245  0.05
C16 2.741 1.847 -3.995  -0.11
C17 1.266 2.298 -3.622  -0.09
O16 0.683 1.077 -3.197  0.02
C18 1.333 0.064 -3.615  -0.58
O17 0.879 -1.068 -3.499  0.17
O18 2.440 0.518 -4.200  0.13
H21 3.338 2.037 -3.103  0.07
H22 3.061 2.499 -4.807  0.15
H23 0.842 2.659 -4.559  0.15
H24 1.190 3.075 -2.861  0.16
C19 -2.005 0.051 2.167  -0.14
C20 -2.314 -1.289 2.839  -0.14
O19 -3.326 -1.941 2.122  0.06
C21 -3.100 -2.815 1.134  -0.49
O20 -1.993 -3.270 0.895  0.09
O21 -4.281 -3.263 0.625  -0.01
C22 -4.400 -4.491 -0.075  -0.04
H25 -1.895 -0.155 1.102  0.08
H26 -1.080 0.514 2.510  0.04
H27 -2.760 0.799 2.409  0.09
H28 -2.659 -1.033 3.840  0.13
H29 -1.432 -1.926 2.910  0.12
H30 -4.103 -5.391 0.463  0.10
H31 -3.794 -4.401 -0.977  0.09
H32 -5.401 -4.526 -0.504  0.09

As for the HOMO energy: -8.38 eV. The electronic energy is -66301.164 eV. The molar mass is 632.5 g/mol. Its gap between HOMO and LUMO is 8.543 eV. For the energy above the lowest of the compared OMol25 structures with the same formula, charge and spin, the calculation gives 2460.2 kJ/mol. The charge is 0.


Entry from the Open Molecules 2025 dataset: a molecular structure, C22H33BrNRe (wB97M-V/def2-TZVPD).

Last column: Mulliken spin population.
Geometry (Å):
Re1 0.275 -0.286 1.617  3.06
C1 -1.028 1.220 2.630  -0.17
C2 0.245 1.421 3.253  0.13
C3 0.603 0.108 3.809  -0.04
C4 -0.569 -0.740 3.663  -0.10
C5 -1.580 -0.074 2.954  0.03
C6 -2.915 -0.581 2.496  -0.01
C7 -3.980 0.168 3.325  0.00
C8 -3.033 -2.086 2.730  -0.01
C9 -3.076 -0.250 1.004  0.02
C10 1.902 -0.465 4.364  0.04
C11 1.849 -2.002 4.284  -0.04
C12 3.091 -0.012 3.506  0.04
C13 2.060 -0.086 5.848  0.00
C14 0.874 2.815 3.268  -0.11
C15 1.696 3.039 1.987  0.10
C16 1.715 3.083 4.520  0.00
C17 -0.280 3.843 3.271  0.00
H1 -1.541 1.973 2.049  -0.03
H2 -0.625 -1.762 4.006  -0.02
H3 -3.878 -0.050 4.388  0.00
H4 -4.968 -0.164 3.005  0.00
H5 -3.923 1.248 3.178  0.00
H6 -2.947 -2.347 3.786  0.00
H7 -2.282 -2.655 2.170  0.00
H8 -4.011 -2.425 2.394  0.00
H9 -3.111 0.823 0.809  0.00
H10 -4.005 -0.677 0.626  0.00
H11 -2.271 -0.695 0.395  0.00
H12 1.634 -2.363 3.267  0.01
H13 1.128 -2.433 4.977  0.00
H14 2.827 -2.399 4.552  0.00
H15 3.015 -0.407 2.478  0.00
H16 4.013 -0.420 3.919  0.00
H17 3.203 1.065 3.455  0.01
H18 1.181 -0.379 6.423  0.00
H19 2.241 0.972 5.999  0.00
H20 2.915 -0.631 6.249  0.00
H21 2.565 2.382 1.925  0.01
H22 2.061 4.066 1.975  0.00
H23 1.061 2.917 1.101  -0.01
H24 2.638 2.513 4.560  0.00
H25 1.136 2.909 5.427  0.00
H26 2.004 4.133 4.516  0.00
H27 -0.813 3.883 2.320  0.00
H28 0.141 4.835 3.429  0.00
H29 -0.986 3.656 4.082  0.00
Br1 0.281 -2.533 0.264  0.01
C18 1.468 -1.363 -0.721  0.03
C19 2.140 -1.728 -1.843  0.00
C20 2.948 -0.740 -2.421  0.01
C21 3.025 0.522 -1.842  -0.01
C22 2.303 0.792 -0.697  0.02
N1 1.518 -0.148 -0.125  0.02
H30 2.056 -2.721 -2.264  0.00
H31 3.509 -0.967 -3.320  0.00
H32 3.639 1.298 -2.277  0.00
H33 2.335 1.760 -0.220  0.00

As for the spin multiplicity: 4. Its expectation value of S² is 3.81. As for the HOMO energy (alpha / beta): -20.31 / -20.19 eV. The electronic energy is -96981.789 eV. The molar mass is 577.6 g/mol. Its gap between HOMO and LUMO (alpha / beta) is 7.990 / 7.310 eV. The charge is +3.